C27H35FN4P2Ru | the ωB97M-V functional and the def2-TZVPD basis

Geometry as XYZ:
```
70
Properties=species:S:1:pos:R:3
Ru -1.4983 -1.4100 -0.3497
C -2.6177 -2.2154 -1.7377
C -1.9292 -1.0787 -2.2861
C -2.5802 0.2470 -2.5500
C -3.3062 0.7732 -1.2816
C -2.6517 0.2822 -0.0226
C -3.0358 -0.8659 0.7466
C -4.0730 -1.8477 0.3124
C -4.0152 -2.2447 -1.1759
C 1.8895 0.5969 2.3426
H -2.2424 -3.1759 -2.0640
H -1.1058 -1.3141 -2.9546
H -3.2846 0.2056 -3.3965
H -1.7988 0.9616 -2.8699
H -3.1906 1.8690 -1.2604
H -4.3874 0.5430 -1.3002
H -2.2117 1.0895 0.5779
H -2.9402 -0.7763 1.8341
H -5.0576 -1.4231 0.5292
H -3.9632 -2.7623 0.9197
H -4.4057 -3.2759 -1.2496
H -4.6645 -1.5816 -1.7515
H 1.6134 -0.4385 2.1743
H 1.8613 0.8148 3.4228
H 2.9043 0.7902 1.9518
P 0.7905 1.6323 1.4514
P 1.8403 -1.0787 -0.9811
N -0.6475 1.5662 2.4234
N 1.3400 3.1575 1.7834
N 0.9478 -2.4019 -1.4059
N 3.3360 -1.1431 -1.5899
C 0.4626 1.5358 -0.3344
C 1.1825 0.5616 -1.3422
C -1.0265 0.4751 3.2234
C -2.0510 0.8702 4.0802
C -2.3688 2.2344 3.7503
C -1.5199 2.6227 2.7270
C 1.6894 3.4730 3.1068
C 2.3287 4.6867 3.0866
C 2.3802 5.1437 1.7259
C 1.7801 4.1748 0.9266
C -0.1116 -2.9320 -0.5091
C -0.3168 -4.3045 -0.9972
C 0.3524 -4.4339 -2.2104
C 1.1005 -3.2877 -2.4494
C 3.6386 -1.3387 -2.9479
C 5.0029 -1.2460 -3.0879
C 5.5578 -0.8978 -1.8039
C 4.5278 -0.8031 -0.9100
H 0.6307 2.5653 -0.7123
H -0.6234 1.3675 -0.4758
H 0.5158 0.4049 -2.2170
H 2.0685 1.1007 -1.7241
H -0.5352 -0.4785 3.1580
H -2.5196 0.2540 4.8207
H -3.1146 2.8370 4.2411
H -1.4340 3.5662 2.2075
H 1.4562 2.7912 3.9125
H 2.7309 5.1826 3.9448
H 2.8138 6.0586 1.3771
H 1.6160 4.1059 -0.1364
H 0.1106 -2.8031 0.5684
H -0.8641 -5.0627 -0.4453
H 0.3154 -5.2787 -2.8885
H 1.7245 -3.0360 -3.3003
H 2.8360 -1.4869 -3.6507
H 5.5300 -1.4057 -4.0069
H 6.5994 -0.7349 -1.5811
H 4.4840 -0.5200 0.1279
F 2.1344 -1.4569 0.5035
```

Computed properties:
total charge	+2
multiplicity	5
<S²>	6.040
Kohn-Sham gap (alpha / beta)	4.1 / 7.2	eV
HOMO (alpha / beta)	-0.39312 / -0.51633	Ha

Computed Mulliken charges, given in elementary charges: 0.20 -0.16 -0.27 -1.13 -1.31 0.11 -0.70 -0.89 -1.33 -1.52 0.73 0.85 0.44 0.34 0.40 0.38 1.14 0.34 0.39 0.44 0.41 0.31 0.50 0.53 0.40 0.80 0.43 1.00 0.48 0.56 0.41 0.45 -0.96 -0.96 -0.53 -0.90 -0.42 -0.48 -0.72 -0.67 -0.37 -0.06 -1.40 -0.35 -0.41 -0.39 -0.81 -0.51 -0.41 0.59 -0.83 0.38 0.67 0.34 0.55 0.51 0.49 0.36 0.49 0.48 0.46 0.41 0.54 0.50 0.28 0.50 0.48 0.48 0.38 -0.42

C27H35MoN2O2PS3Si | the ωB97M-V functional and the def2-TZVPD basis

Geometry as XYZ:
```
72
Properties=species:S:1:pos:R:3
Mo -0.6132 -0.6166 -0.2529
S -0.2089 -0.6882 -5.0085
C -0.3857 -0.6786 -3.3794
S 0.3634 -1.8180 -2.3097
S -1.2135 0.5378 -2.4773
N 2.0641 -1.2275 1.4508
P 1.7770 -0.0522 0.2156
C 3.1232 -0.2267 -0.9904
C 2.9146 0.2522 -2.2821
C 3.9528 0.2459 -3.2037
C 5.1979 -0.2489 -2.8410
C 5.4111 -0.7267 -1.5523
C 4.3778 -0.7043 -0.6263
C 2.3183 1.4547 1.0945
C 2.6854 2.5800 0.3545
C 3.0162 3.7619 0.9979
C 2.9919 3.8338 2.3866
C 2.6273 2.7214 3.1276
C 2.2820 1.5366 2.4840
C 1.4224 -2.4462 1.3218
C 1.9398 -3.6106 1.8931
C 1.3032 -4.8035 1.6576
C 0.1802 -4.8323 0.8368
C -0.2820 -3.6458 0.3280
N 0.2924 -2.4555 0.5988
H 2.9682 -1.2710 1.8977
H 1.9389 0.6208 -2.5757
H 3.7772 0.6116 -4.2081
H 6.0060 -0.2632 -3.5623
H 6.3831 -1.1103 -1.2661
H 4.5708 -1.0668 0.3783
H 2.7163 2.5342 -0.7277
H 3.2947 4.6300 0.4143
H 3.2549 4.7573 2.8876
H 2.6010 2.7730 4.2091
H 1.9640 0.6829 3.0711
H 2.8451 -3.5556 2.4849
H 1.6957 -5.7180 2.0858
H -0.3243 -5.7553 0.5873
H -1.1321 -3.5998 -0.3306
C -3.6753 -3.2394 -1.3888
C -3.4980 -2.1637 -0.3295
C -4.5660 -1.0952 -0.4865
C -3.5678 -2.7544 1.0730
O -2.2198 -1.5691 -0.5493
H -4.6732 -3.6793 -1.3161
H -2.9401 -4.0392 -1.2733
H -3.5483 -2.8038 -2.3802
H -5.5634 -1.5327 -0.4061
H -4.4653 -0.6076 -1.4567
H -4.4527 -0.3406 0.2930
H -4.5683 -3.1487 1.2667
H -3.3556 -1.9819 1.8178
H -2.8513 -3.5681 1.2024
C -3.7131 2.3062 -0.6505
Si -2.0835 2.8819 0.0073
C -1.4794 4.2709 -1.0743
C -2.3526 3.5369 1.7322
C -0.6409 1.6802 0.0969
H -4.3099 3.1950 -0.8813
H -4.2639 1.7157 0.0819
H -3.6096 1.7196 -1.5661
H -2.2018 5.0946 -1.1022
H -1.3202 3.9168 -2.0983
H -0.5281 4.6639 -0.6980
H -3.1031 4.3339 1.7322
H -1.4214 3.9473 2.1379
H -2.6970 2.7496 2.4117
H -0.1450 1.9538 1.0324
H 0.0282 1.9937 -0.7040
O -1.2704 0.2331 2.6867
C -1.0406 -0.0821 1.6198
```

Computed properties:
total charge	0
multiplicity	3
<S²>	2.015
Kohn-Sham gap (alpha / beta)	7.0 / 6.2	eV
HOMO (alpha / beta)	-0.25996 / -0.26675	Ha

Computed Mulliken charges, given in elementary charges: 0.13 -0.25 0.14 -0.26 -0.36 0.28 1.83 0.61 -0.17 -0.95 -0.55 -0.70 -0.57 -0.03 -0.34 -0.78 -0.45 -0.83 -0.20 0.03 -1.21 -0.32 -1.14 -1.30 0.53 0.39 0.43 0.44 0.39 0.41 0.23 0.43 0.43 0.41 0.42 0.37 0.45 0.42 0.48 1.13 -1.52 1.33 -1.49 -1.39 -0.13 0.42 0.34 0.34 0.51 0.31 0.19 0.46 0.28 0.26 -1.00 -0.18 -1.08 -1.15 -0.84 0.49 0.22 0.25 0.36 0.30 0.28 0.39 0.29 0.32 0.61 0.77 -0.39 0.49

C27H35N3O3S | the ωB97M-V functional and the def2-TZVPD basis

Geometry as XYZ:
```
69
Properties=species:S:1:pos:R:3
C 1.9975 0.9894 3.6783
H 2.3846 0.1966 3.0300
O 2.4314 2.2550 3.2367
C 2.1317 2.6254 1.9628
C 2.8202 3.7158 1.4429
C 2.6082 4.1810 0.1498
C 1.7067 3.5714 -0.6941
C 0.9960 2.4823 -0.1985
C 1.1941 2.0271 1.1197
O 0.3683 0.9710 1.3704
C -0.3286 0.7300 0.2229
C 0.0052 1.6138 -0.7497
H -0.3898 1.6534 -1.7433
C -1.3031 -0.4098 0.1812
N -0.7745 -1.5624 -0.5509
C 0.5180 -1.9788 -0.5077
N 1.2717 -1.5182 0.5185
C 2.6538 -1.7358 0.7071
C 3.0552 -2.4323 1.8522
C 4.4083 -2.6012 2.0953
C 5.3482 -2.0934 1.2162
C 4.9389 -1.4029 0.0921
C 3.5915 -1.2016 -0.1784
C 3.1730 -0.4279 -1.3870
H 2.3315 0.2256 -1.1629
H 3.9977 0.1738 -1.7603
H 2.8588 -1.1150 -2.1736
H 5.6741 -1.0009 -0.5894
H 6.4007 -2.2358 1.4104
H 4.7260 -3.1430 2.9743
C 2.0263 -2.9999 2.7865
H 2.4972 -3.6539 3.5155
H 1.5066 -2.2079 3.3310
H 1.2860 -3.5751 2.2312
H 0.7875 -1.1780 1.3366
S 1.1355 -3.0405 -1.6208
C -1.7025 -2.1932 -1.4639
C -1.9055 -1.4153 -2.7772
C -3.3460 -0.9275 -2.9437
N -3.6654 0.1069 -1.9658
C -3.4331 1.4458 -2.4842
C -3.6324 2.4663 -1.3638
O -4.9269 2.3784 -0.8167
C -5.1791 1.0790 -0.3396
C -5.0208 0.0333 -1.4452
H -5.1931 -0.9618 -1.0293
H -5.7710 0.2251 -2.2314
H -6.2019 1.0855 0.0406
H -4.4852 0.8418 0.4819
H -3.5309 3.4829 -1.7468
H -2.8798 2.2980 -0.5778
H -2.4133 1.5111 -2.8655
H -4.1300 1.6781 -3.3089
H -3.4971 -0.5608 -3.9696
H -4.0209 -1.7745 -2.7968
H -1.2228 -0.5658 -2.7948
H -1.6516 -2.0532 -3.6231
H -2.6587 -2.2983 -0.9450
H -1.3108 -3.1886 -1.6784
C -1.8165 -0.7939 1.5746
H -1.0229 -1.1427 2.2314
H -2.2880 0.0683 2.0407
H -2.5538 -1.5880 1.4842
H -2.1615 -0.0751 -0.4208
H 1.5502 3.9160 -1.7034
H 3.1767 5.0311 -0.1947
H 3.5435 4.1946 2.0829
H 0.9065 0.9302 3.7258
H 2.4101 0.8692 4.6789
```

Computed properties:
total charge	0
Kohn-Sham gap	8.4	eV
structure (SMILES)	COc1cccc2cc([C@H](C)N(CCCN3CCOCC3)C(=S)Nc3c(C)cccc3C)oc12
HOMO	-0.28963	Ha

Computed Mulliken charges, given in elementary charges: -0.61 0.19 -0.54 -0.13 -0.67 -0.68 -0.66 0.41 0.48 -0.48 0.63 -0.55 0.51 0.90 0.01 0.59 0.96 -0.39 0.92 -0.99 -0.84 -0.93 1.31 -1.54 0.15 0.47 0.37 0.43 0.41 0.40 -1.31 0.43 0.22 0.27 -0.36 -0.33 -1.41 -0.42 -1.36 0.79 -0.95 -0.37 -0.48 -0.49 -0.77 0.46 0.39 0.40 0.15 0.41 0.17 0.53 0.39 0.37 0.45 0.15 0.51 0.48 0.80 -1.51 0.04 0.40 0.42 -0.58 0.51 0.40 0.48 0.22 0.36

> Among the records above, which one has the highest total charge?

C27H35FN4P2Ru

> Which of these has the highest total charge?

C27H35FN4P2Ru